one | Formula: C4H14NO2
Source: the Open Molecules 2025 dataset
Level of theory: ωB97M-V with the def2-TZVPD basis set

The geometry in ORCA input format:
```
! RIJCOSX wB97M-V def2-TZVPD def2/J DEFGRID3
* xyz 0 2
C -2.781 -1.409 -0.679
C -1.545 -0.668 -1.163
C -0.421 -0.693 -0.155
C 0.291 -1.691 0.456
N 0.239 0.666 -0.145
H -3.703 -1.028 -1.107
H -2.762 -2.475 -0.987
H -2.756 -1.787 0.346
H -1.023 -1.279 -1.951
H -1.737 0.299 -1.622
H -0.088 -2.659 0.760
H 1.354 -1.654 0.692
H 1.124 0.676 0.366
H -0.330 1.289 0.445
H 0.262 1.106 -1.058
H 2.407 3.080 -0.078
H 3.302 2.053 -0.839
O 2.406 2.231 -0.528
H 2.698 1.392 2.492
H 1.189 1.458 2.662
O 1.876 1.091 2.093
*
```

Calculated values
LUMO level (alpha / beta), eV: 0.033 / -0.060
<S²>: 0.7532
HOMO-LUMO gap (alpha / beta), eV: 3.04 / 7.05

Atom charges from the Mulliken analysis, given in e for atoms 1 to 6: -1.082 -0.451 0.295 -1.361 -0.294 0.354

=====

two | Formula: C4H14NO2
Source: the Open Molecules 2025 dataset
Level of theory: ωB97M-V with the def2-TZVPD basis set

The geometry in ORCA input format:
```
! RIJCOSX wB97M-V def2-TZVPD def2/J DEFGRID3
* xyz 0 2
C 0.566 0.840 -1.199
O 1.255 -0.215 -1.898
C 0.118 0.506 0.184
C -0.016 1.680 1.147
C -0.313 1.381 2.629
N -1.093 -0.459 0.145
H 1.182 1.754 -1.058
H -0.207 1.263 -1.883
H 2.063 0.164 -2.265
H 0.821 -0.176 0.724
H 0.987 2.065 0.914
H -0.673 2.517 0.909
H -1.374 1.387 2.927
H 0.026 0.360 2.829
H 0.289 2.020 3.304
H -1.901 0.055 -0.240
H -1.388 -0.885 1.059
H -0.859 -1.143 -0.600
H 0.320 -3.229 -0.311
H -0.465 -3.788 -1.366
O -0.433 -2.955 -0.866
*
```

Calculated values
LUMO level (alpha / beta), eV: 0.715 / 0.456
<S²>: 0.7505
HOMO-LUMO gap (alpha / beta), eV: 3.62 / 11.55

Atom charges from the Mulliken analysis, given in e for atoms 1 to 6: -0.889 -0.267 -0.547 -0.233 -1.582 -1.467

=====

three | Formula: C4H14NO2
Source: the Open Molecules 2025 dataset
Level of theory: ωB97M-V with the def2-TZVPD basis set

The geometry in ORCA input format:
```
! RIJCOSX wB97M-V def2-TZVPD def2/J DEFGRID3
* xyz 0 2
O -1.761 -1.432 -0.753
C -0.368 -1.359 -1.111
C 0.518 -0.694 0.021
N 0.125 0.809 0.121
C 0.876 1.600 1.179
C 2.013 -0.728 -0.342
H -2.316 -1.820 -1.465
H 0.008 -2.357 -1.376
H -0.292 -0.707 -2.007
H 0.239 -1.142 0.959
H -0.874 0.728 0.492
H 0.108 1.144 -0.865
H 0.409 2.598 1.280
H 0.651 1.100 2.146
H 1.941 1.622 0.872
H 2.406 -1.705 -0.306
H 2.562 -0.168 0.372
H 2.204 -0.243 -1.280
H -2.785 0.128 0.377
H -3.232 1.558 0.979
O -2.435 1.067 0.707
*
```

Calculated values
LUMO level (alpha / beta), eV: -0.950 / 0.646
<S²>: 0.7505
HOMO-LUMO gap (alpha / beta), eV: 1.51 / 11.49

Atom charges from the Mulliken analysis, given in e for atoms 1 to 6: 0.136 -1.573 0.142 -0.865 -1.059 -1.700

=====

The structure with the most favorable energy is two; the runner-up is 12.1 kJ/mol above it.

=====

one | Formula: C10H12N5
Source: the Open Molecules 2025 dataset
Level of theory: ωB97M-V with the def2-TZVPD basis set

The geometry in ORCA input format:
```
! RIJCOSX wB97M-V def2-TZVPD def2/J DEFGRID3
* xyz 1 1
C 3.650 -0.665 -0.563
C -3.668 -1.135 -0.601
C -3.374 -0.390 0.542
C -2.631 -1.776 -1.278
C -2.080 -0.047 0.752
C -1.292 -1.646 -0.943
C -0.978 -0.737 0.104
C 1.376 -1.035 0.492
C 2.311 -0.075 -0.582
C 0.888 2.958 0.641
N 4.691 -1.106 -0.542
N 2.091 -1.896 0.986
N 2.244 1.259 -0.254
N 0.286 -0.375 0.604
N 1.043 1.761 -0.166
H -4.697 -1.256 -0.897
H -4.041 0.172 1.127
H -3.003 -2.442 -2.129
H -1.608 0.774 1.428
H -0.501 -2.176 -1.479
H 1.836 -0.353 -1.500
H 0.254 3.680 0.148
H 0.294 2.619 1.591
H 1.954 3.454 0.885
H 1.919 -2.502 1.812
H 2.825 1.679 0.472
H 0.211 1.255 -0.650
*
```

Calculated values
LUMO level (alpha / beta), eV: -5.366 / -5.901
HOMO-LUMO gap (alpha / beta), eV: 7.11 / 6.78

Atom charges from the Mulliken analysis, given in e for atoms 1 to 6: 0.009 -0.343 -0.734 -0.498 0.187 -0.240

=====

two | Formula: C10H12N5
Source: the Open Molecules 2025 dataset
Level of theory: ωB97M-V with the def2-TZVPD basis set

The geometry in ORCA input format:
```
! RIJCOSX wB97M-V def2-TZVPD def2/J DEFGRID3
* xyz 1 1
C 2.589 -1.481 -0.518
N 1.311 -0.852 -0.613
C 0.120 -1.447 -0.836
N -1.009 -0.804 -0.822
C -1.369 0.559 -0.352
C -1.891 0.395 1.057
C -1.184 0.297 2.344
N -2.104 0.180 3.247
N -3.339 0.282 2.659
C -3.250 0.482 1.321
C 0.018 1.295 -0.486
C 0.554 2.441 -0.902
C 1.991 2.305 -0.895
N 2.370 1.217 -0.357
C 1.237 0.452 0.006
H 3.277 -0.703 -0.194
H 2.663 -2.454 0.101
H 3.133 -1.745 -1.481
H 0.053 -2.436 -1.175
H -1.849 -1.445 -1.099
H -2.105 0.966 -1.010
H -0.235 -0.013 2.776
H -4.167 0.531 3.093
H -4.101 0.392 0.699
H -0.201 3.114 -1.336
H 2.518 3.176 -1.218
H 1.156 0.408 1.044
*
```

Calculated values
SMILES string: CN1C=[NH+][C@@H](c2cn[nH]c2)C2=CC=N[C@@H]21
LUMO level, eV: -3.319
HOMO-LUMO gap, eV: 9.54

Atom charges from the Mulliken analysis, given in e for atoms 1 to 6: -0.943 0.022 -0.157 -0.157 0.073 0.495

=====

The structure with the most favorable energy is two; the runner-up is 335.3 kJ/mol above it.

=====

one | Formula: C10H7NO2
Source: the Open Molecules 2025 dataset
Level of theory: ωB97M-V with the def2-TZVPD basis set

The geometry in ORCA input format:
```
! RIJCOSX wB97M-V def2-TZVPD def2/J DEFGRID3
* xyz 0 1
C -2.281 -0.068 1.869
C -1.999 -1.281 2.398
C -1.361 0.566 1.013
C -0.793 -1.845 2.041
C -0.120 0.052 0.637
C 0.129 -1.286 1.181
C 1.888 -0.240 -0.593
C 2.078 -1.603 -0.165
C 1.448 2.084 -3.452
C 0.843 0.572 -0.233
N 0.633 1.663 -4.184
O 2.242 2.392 -2.640
O 1.107 -1.979 0.738
H -3.259 0.349 2.208
H -2.617 -1.784 3.185
H -1.560 1.621 0.470
H -0.328 -2.778 2.477
H 2.727 0.151 -1.275
H 0.814 1.622 -0.556
H 0.408 1.792 -5.119
*
```

Calculated values
LUMO level, eV: -0.559
HOMO-LUMO gap, eV: 7.82

Atom charges from the Mulliken analysis, given in e for atoms 1 to 6: -0.420 -0.453 -0.441 -0.253 0.942 0.309

=====

two | Formula: C10H7NO2
Source: the Open Molecules 2025 dataset
Level of theory: ωB97M-V with the def2-TZVPD basis set

The geometry in ORCA input format:
```
! RIJCOSX wB97M-V def2-TZVPD def2/J DEFGRID3
* xyz 0 1
O 1.790 0.581 -3.021
C 0.938 0.916 -2.169
C 0.612 -0.002 -1.034
C 1.581 -0.829 -0.716
O 2.692 -1.152 -1.441
C 1.449 -1.591 0.422
C 0.533 -1.348 1.421
C -0.494 -0.374 1.179
C -1.466 -0.136 2.139
N -2.556 0.825 2.121
C -2.567 1.278 0.706
C -1.627 1.062 -0.258
C -0.472 0.290 -0.067
H 0.489 2.139 -2.433
H 2.653 -0.333 -2.180
H 2.176 -2.440 0.446
H 0.449 -1.862 2.434
H -1.325 -0.686 3.140
H -3.449 1.819 0.371
H -1.405 1.842 -1.059
*
```

Calculated values
SMILES string: O=Cc1c(O)ccc2cnccc12
LUMO level, eV: -0.664
HOMO-LUMO gap, eV: 8.50

Atom charges from the Mulliken analysis, given in e for atoms 1 to 6: -0.550 0.025 0.157 0.301 -0.638 -0.455

=====

The structure with the most favorable energy is two; the runner-up is 67.7 kJ/mol above it.

=====

one | Formula: C16H34F3N2NaO6S
Source: the Open Molecules 2025 dataset
Level of theory: ωB97M-V with the def2-TZVPD basis set

The geometry in ORCA input format:
```
! RIJCOSX wB97M-V def2-TZVPD def2/J DEFGRID3
* xyz 0 1
Na -0.215 -0.450 0.533
C -2.261 -1.093 4.407
F -1.479 -2.192 4.347
F -3.207 -1.234 3.446
F -2.883 -1.099 5.589
S -1.286 0.436 4.161
O -0.392 0.437 5.275
O -0.650 0.152 2.881
O -2.275 1.472 4.119
C 0.311 1.424 -3.845
C 0.808 0.852 -2.509
C 2.192 1.397 -2.183
C 2.194 2.860 -1.813
C 1.283 3.072 -0.608
C -0.140 2.545 -0.795
N -0.032 1.195 -1.356
O -1.329 0.588 -1.479
C -0.787 2.514 0.581
C -0.885 3.537 -1.721
C 0.898 -0.650 -2.602
H -0.737 1.180 -4.016
H 0.946 1.075 -4.657
H 0.386 2.511 -3.846
H 2.564 0.848 -1.308
H 2.930 1.163 -2.955
H 1.863 3.513 -2.629
H 3.205 3.209 -1.594
H 1.232 4.130 -0.336
H 1.762 2.600 0.257
H -0.827 3.538 0.957
H -1.817 2.155 0.602
H -0.193 1.942 1.294
H -1.727 3.094 -2.267
H -1.357 4.323 -1.126
H -0.241 4.031 -2.445
H 1.314 -1.072 -1.681
H 1.589 -0.934 -3.400
H -0.058 -1.125 -2.820
H -1.823 1.217 -2.024
C -3.545 -1.360 -0.583
O -2.352 -1.730 0.078
C -2.294 -3.118 0.276
C -1.075 -3.444 1.119
N 0.173 -2.889 0.562
C 1.300 -3.227 1.453
C 2.510 -2.339 1.240
O 2.171 -0.969 1.270
C 3.308 -0.155 1.237
H -3.601 -1.744 -1.604
H -3.589 -0.270 -0.626
H -4.423 -1.646 0.007
H -2.235 -3.665 -0.674
H -3.167 -3.432 0.859
H -1.008 -4.531 1.274
H -1.210 -3.022 2.118
H 0.359 -3.370 -0.314
H 1.657 -4.242 1.238
H 0.988 -3.146 2.492
H 3.041 -2.580 0.304
H 3.229 -2.532 2.049
H 4.044 -0.450 2.002
H 3.018 0.858 1.518
H 3.824 -0.162 0.270
*
```

Calculated values
LUMO level, eV: -0.142
HOMO-LUMO gap, eV: 8.59

Atom charges from the Mulliken analysis, given in e for atoms 1 to 6: 0.677 0.586 -0.266 -0.242 -0.237 1.207

=====

two | Formula: C16H34F3N2NaO6S
Source: the Open Molecules 2025 dataset
Level of theory: ωB97M-V with the def2-TZVPD basis set

The geometry in ORCA input format:
```
! RIJCOSX wB97M-V def2-TZVPD def2/J DEFGRID3
* xyz 0 1
Na -0.967 0.256 0.295
C -1.444 -2.681 -3.533
F -1.321 -3.901 -4.185
F -0.421 -1.915 -3.985
F -2.564 -2.172 -3.941
S -1.603 -2.910 -1.658
O -2.943 -3.485 -1.408
O -0.528 -3.810 -1.294
O -1.471 -1.553 -1.067
C 3.297 1.352 -1.146
C 1.904 0.782 -1.208
C 1.969 -0.479 -2.229
C 2.859 -1.647 -1.731
C 2.392 -2.113 -0.337
C 2.288 -0.900 0.661
N 1.520 0.274 0.106
O 1.598 1.341 0.998
C 1.473 -1.481 1.855
C 3.751 -0.687 1.279
C 0.890 1.808 -1.804
H 3.660 1.455 -2.169
H 4.142 0.890 -0.635
H 3.187 2.379 -0.798
H 0.935 -0.765 -2.419
H 2.488 -0.252 -3.160
H 3.885 -1.289 -1.650
H 2.865 -2.480 -2.434
H 3.068 -2.923 -0.065
H 1.433 -2.546 -0.621
H 1.273 -0.666 2.551
H 0.508 -1.939 1.640
H 2.084 -2.205 2.394
H 4.467 -0.710 0.458
H 3.912 0.154 1.954
H 4.011 -1.498 1.959
H 0.355 2.315 -1.002
H 0.184 1.392 -2.522
H 1.390 2.525 -2.456
H 2.547 1.489 0.992
C -2.331 -2.242 2.342
O -2.323 -0.858 2.019
C -2.313 -0.118 3.179
C -2.676 1.338 2.748
N -1.439 1.919 2.168
C -1.619 3.213 1.484
C -2.573 3.132 0.280
O -2.181 2.131 -0.607
C -2.967 2.191 -1.816
H -3.141 -2.511 3.021
H -1.395 -2.597 2.772
H -2.416 -2.864 1.452
H -1.350 -0.184 3.685
H -3.005 -0.495 3.932
H -3.112 1.921 3.559
H -3.389 1.319 1.924
H -0.744 2.025 2.893
H -0.591 3.326 1.140
H -1.906 3.929 2.254
H -2.561 4.130 -0.159
H -3.588 3.027 0.662
H -2.828 3.188 -2.234
H -4.056 2.167 -1.815
H -2.570 1.508 -2.566
*
```

Calculated values
LUMO level, eV: -0.108
HOMO-LUMO gap, eV: 8.82

Atom charges from the Mulliken analysis, given in e for atoms 1 to 6: 0.930 0.553 -0.251 -0.223 -0.227 0.999

=====

The structure with the most favorable energy is one; the runner-up is 171.5 kJ/mol above it.